No. 1
A 2-piece molecular cluster, C5H15N3O2S overall at a distorted geometry, computed with ωB97M-V/def2-TZVPD.

Output
F_max ... 3.636 eV/Å
E_HOMO ... -16.54 eV
Gap between HOMO and LUMO ... 8.583 eV
Relative energy (zero: lowest compared OMol25 entry of this formula, charge and spin) ... 31.1 kcal/mol
Total charge ... +2
2S+1 ... 1

Structure (XYZ):
```
26
Properties=species:S:1:pos:R:3:mulliken_charge:R:1
C 1.66 -0.72 0.32 -1.239
C 0.13 1.19 1.30 -1.078
C -0.37 0.51 2.52 -0.649
C 1.18 0.01 -3.06 -0.467
C 0.62 0.40 0.07 1.082
N -2.31 -1.49 -0.92 0.176
N -1.83 -0.07 2.24 -0.296
N 0.54 0.17 -4.29 -0.390
O -1.55 -1.13 -0.06 -0.272
O -3.58 -1.58 -0.51 -0.311
S 0.33 1.02 -1.35 -0.074
H 1.66 -1.42 -0.47 0.356
H 2.62 -0.18 0.08 0.391
H 1.59 -1.21 1.35 0.319
H 1.01 1.87 1.66 0.365
H -0.61 1.91 0.91 0.532
H 0.27 -0.26 2.76 0.366
H -0.60 1.25 3.36 0.388
H 2.12 0.42 -3.04 0.493
H 1.26 -1.00 -2.69 0.311
H -1.75 -0.51 1.31 0.247
H -2.34 0.84 2.04 0.412
H -2.26 -0.56 3.11 0.382
H 0.92 0.94 -4.93 0.291
H -4.29 -1.74 -1.19 0.416
H -0.21 -0.51 -4.46 0.251
```

No. 2
A 2-piece molecular cluster, C5H15N3O3P overall at a distorted geometry, computed with ωB97M-V/def2-TZVPD.

Output
F_max ... 5.646 eV/Å
E_HOMO ... -3.01 eV
Gap between HOMO and LUMO ... 6.619 eV
Relative energy (zero: lowest compared OMol25 entry of this formula, charge and spin) ... 32.7 kcal/mol
Total charge ... -1
2S+1 ... 1

Structure (XYZ):
```
27
Properties=species:S:1:pos:R:3:mulliken_charge:R:1
C -0.60 -0.48 2.77 -0.813
C -1.13 -0.52 -2.52 -0.809
C 0.31 2.54 -0.63 -0.852
C -1.14 -1.23 0.61 -1.122
C 0.11 0.06 -0.47 0.531
N -0.53 -1.52 1.80 -0.400
N 0.12 -0.25 -1.85 -0.341
N -0.53 1.36 -0.22 -0.379
O 2.92 -0.01 -1.05 -0.796
O 1.86 -1.75 0.42 -0.809
O 2.07 0.67 1.32 -0.546
P 1.89 -0.32 -0.03 0.665
H 0.36 -0.58 3.33 0.307
H -0.68 0.49 2.27 0.245
H -1.42 -0.61 3.38 0.269
H -1.69 -1.53 -2.11 0.151
H -1.80 0.27 -2.19 0.237
H -1.07 -0.57 -3.61 0.355
H -0.21 3.46 -0.41 0.379
H 1.14 2.39 -0.02 0.299
H 0.64 2.45 -1.84 0.216
H -2.04 -0.73 0.75 0.406
H -0.95 -2.13 -0.01 0.532
H 0.30 -2.00 1.52 0.436
H 0.81 -0.94 -2.18 0.255
H -1.29 1.39 -0.84 0.308
H 2.53 0.10 1.82 0.277
```

No. 3
A 5-piece molecular cluster, C5H15N5O10 overall at a distorted geometry, computed with ωB97M-V/def2-TZVPD.

Output
F_max ... 4.717 eV/Å
E_HOMO ... -10.84 eV
Gap between HOMO and LUMO ... 10.186 eV
Relative energy (zero: lowest compared OMol25 entry of this formula, charge and spin) ... 33.2 kcal/mol
2S+1 ... 1

Structure (XYZ):
```
35
Properties=species:S:1:pos:R:3:mulliken_charge:R:1
C -0.59 -2.69 -2.65 -0.622
N -1.79 -3.09 -3.42 0.874
O -2.00 -2.48 -4.46 -0.546
O -2.52 -3.92 -3.03 -0.543
H -0.57 -3.36 -1.79 0.306
H -0.86 -1.69 -2.29 0.270
H 0.27 -2.71 -3.31 0.253
C 1.09 -0.73 0.87 -0.542
N 1.58 0.05 -0.30 0.957
O 0.76 0.28 -1.10 -0.493
O 2.76 0.19 -0.36 -0.563
H 0.59 -1.63 0.53 0.240
H 0.34 -0.03 1.26 0.087
H 1.81 -0.92 1.66 0.323
C 2.02 1.27 -4.19 -0.575
N 3.08 0.24 -4.60 0.868
O 3.98 0.55 -5.34 -0.523
O 2.95 -0.93 -4.19 -0.514
H 1.21 0.73 -3.72 0.175
H 1.69 1.89 -5.02 0.301
H 2.46 1.91 -3.43 0.274
C -2.73 2.60 2.60 -0.398
N -1.81 3.18 1.51 0.817
O -0.90 2.46 1.11 -0.489
O -2.17 4.23 0.96 -0.510
H -2.84 3.48 3.24 0.351
H -2.14 1.98 3.27 -0.043
H -3.70 2.26 2.23 0.293
C -0.42 0.17 4.82 -0.607
N -0.13 -1.27 4.88 0.816
O -0.47 -2.02 3.95 -0.499
O 0.50 -1.62 5.88 -0.492
H -1.47 0.38 4.98 0.257
H -0.05 0.51 3.85 0.147
H 0.08 0.77 5.58 0.349
```